No. 1
Computed, not measured: a cluster of 7 separate species, C63H133N7O7 in total at a distorted geometry, with the ωB97M-V functional and the def2-TZVPD basis.

CARTESIAN COORDINATES (ANGSTROEM)
C1 16.09 1.34 16.94
C2 15.51 2.30 15.88
C3 15.10 1.49 14.64
C4 13.74 0.83 14.78
C5 12.71 1.88 15.16
C6 13.00 2.61 16.47
N1 14.39 3.07 16.39
O1 14.75 3.83 17.54
C7 12.09 3.84 16.51
C8 12.77 1.70 17.67
C9 16.63 3.25 15.51
H1 16.34 1.93 17.82
H2 16.99 0.86 16.55
H3 15.48 0.47 17.21
H4 15.10 2.17 13.78
H5 15.89 0.76 14.51
H6 13.73 0.02 15.51
H7 13.42 0.44 13.81
H8 11.72 1.42 15.27
H9 12.59 2.58 14.33
H10 11.10 3.64 16.12
H11 11.95 4.19 17.54
H12 12.54 4.67 15.96
H13 11.72 1.53 17.88
H14 13.35 0.77 17.65
H15 13.17 2.24 18.54
H16 17.23 3.58 16.36
H17 16.26 4.20 15.10
H18 17.26 2.78 14.75
H19 14.96 4.70 17.18
C10 19.75 2.75 18.49
C11 20.83 2.50 17.43
C12 21.07 3.84 16.69
C13 22.48 4.37 16.86
C14 23.49 3.27 16.58
C15 23.43 2.13 17.59
N2 22.06 2.04 18.12
O2 21.87 0.78 18.75
C16 23.82 0.82 16.90
C17 24.35 2.36 18.78
C18 20.36 1.43 16.43
H20 18.83 3.07 18.00
H21 20.05 3.58 19.14
H22 19.55 1.90 19.14
H23 20.81 3.76 15.63
H24 20.40 4.60 17.11
H25 22.61 4.71 17.89
H26 22.68 5.20 16.18
H27 24.48 3.73 16.65
H28 23.36 2.85 15.58
H29 24.88 0.86 16.61
H30 23.68 -0.06 17.52
H31 23.27 0.61 15.98
H32 24.01 3.26 19.30
H33 24.32 1.55 19.50
H34 25.40 2.49 18.47
H35 21.09 1.16 15.67
H36 19.51 1.85 15.88
H37 20.10 0.52 16.98
H38 21.18 0.96 19.40
C19 29.11 -4.59 18.84
C20 27.85 -4.41 17.95
C21 26.62 -4.31 18.84
C22 26.37 -2.93 19.42
C23 26.50 -1.81 18.38
C24 27.73 -1.90 17.48
N3 27.95 -3.26 17.06
O3 29.07 -3.37 16.21
C25 27.48 -1.03 16.26
C26 28.91 -1.34 18.31
C27 27.73 -5.68 17.09
H39 29.07 -5.58 19.30
H40 29.14 -3.84 19.63
H41 30.02 -4.55 18.24
H42 25.76 -4.59 18.22
H43 26.70 -5.07 19.62
H44 26.96 -2.79 20.33
H45 25.35 -2.89 19.83
H46 26.44 -0.86 18.89
H47 25.55 -1.93 17.83
H48 28.33 -0.97 15.58
H49 26.66 -1.51 15.72
H50 27.17 0.00 16.49
H51 28.83 -0.25 18.30
H52 28.90 -1.71 19.33
H53 29.87 -1.61 17.87
H54 28.67 -5.96 16.62
H55 26.85 -5.60 16.45
H56 27.48 -6.48 17.80
H57 28.69 -3.54 15.34
C28 27.27 -0.78 10.72
C29 25.83 -0.24 10.84
C30 25.18 -0.80 12.09
C31 25.68 -0.20 13.39
C32 25.43 1.29 13.33
C33 26.15 1.97 12.17
N4 25.81 1.23 10.96
O4 26.40 1.85 9.82
C34 25.51 3.34 12.01
C35 27.65 2.10 12.41
C36 25.03 -0.63 9.61
H58 27.77 -0.23 9.92
H59 27.25 -1.85 10.50
H60 27.82 -0.63 11.65
H61 24.10 -0.64 12.02
H62 25.25 -1.90 12.10
H63 26.76 -0.37 13.44
H64 25.19 -0.68 14.23
H65 25.75 1.82 14.23
H66 24.35 1.48 13.33
H67 24.58 3.35 11.44
H68 25.23 3.78 12.98
H69 26.20 4.07 11.58
H70 28.14 2.25 11.45
H71 27.85 3.02 12.97
H72 28.13 1.26 12.90
H73 25.12 -1.69 9.39
H74 25.51 -0.16 8.74
H75 24.00 -0.28 9.65
H76 25.65 2.08 9.28
C37 21.88 11.06 21.56
C38 22.33 9.86 22.42
C39 21.24 9.49 23.42
C40 20.06 8.75 22.84
C41 20.48 7.53 22.06
C42 21.65 7.74 21.07
N5 22.62 8.69 21.62
O5 23.70 8.90 20.74
C43 22.37 6.42 20.83
C44 21.07 8.25 19.74
C45 23.56 10.32 23.19
H77 21.44 11.83 22.20
H78 21.09 10.83 20.85
H79 22.71 11.56 21.06
H80 21.66 8.92 24.26
H81 20.90 10.39 23.96
H82 19.46 9.42 22.21
H83 19.35 8.50 23.64
H84 19.62 7.26 21.44
H85 20.67 6.62 22.65
H86 21.61 5.68 20.55
H87 23.06 6.46 19.99
H88 22.89 6.12 21.74
H89 20.48 7.42 19.34
H90 20.36 9.07 19.84
H91 21.88 8.44 19.04
H92 23.87 9.62 23.97
H93 23.34 11.26 23.70
H94 24.41 10.45 22.52
H95 24.39 8.32 21.06
C46 20.98 -1.53 23.16
C47 20.35 -0.60 22.12
C48 19.01 -0.07 22.64
C49 19.17 1.07 23.64
C50 20.00 2.15 22.95
C51 21.39 1.72 22.54
N6 21.25 0.51 21.69
O6 22.55 -0.04 21.47
C52 21.99 2.81 21.66
C53 22.29 1.50 23.76
C54 20.06 -1.40 20.84
H96 21.12 -1.09 24.14
H97 21.93 -1.94 22.82
H98 20.31 -2.39 23.27
H99 18.39 0.26 21.81
H100 18.48 -0.87 23.17
H101 19.71 0.74 24.53
H102 18.22 1.52 23.95
H103 20.03 3.08 23.54
H104 19.43 2.47 22.06
H105 22.10 3.75 22.20
H106 22.98 2.49 21.32
H107 21.34 2.95 20.79
H108 23.30 1.24 23.43
H109 22.40 2.49 24.22
H110 22.01 0.79 24.53
H111 19.36 -0.89 20.19
H112 19.69 -2.40 21.09
H113 20.97 -1.55 20.25
H114 22.59 0.03 20.51
C55 19.12 7.44 16.60
C56 19.79 8.10 15.39
C57 20.34 6.97 14.55
C58 20.73 7.39 13.13
C59 19.55 8.07 12.44
C60 18.93 9.22 13.24
N7 18.73 8.72 14.60
O7 18.05 9.72 15.36
C61 19.80 10.46 13.13
C62 17.53 9.46 12.68
C63 20.93 8.98 15.92
H115 18.41 6.66 16.31
H116 18.63 8.16 17.26
H117 19.85 6.89 17.19
H118 21.16 6.47 15.08
H119 19.60 6.19 14.34
H120 21.06 6.50 12.60
H121 21.56 8.10 13.13
H122 18.83 7.30 12.12
H123 19.89 8.45 11.47
H124 19.66 10.97 12.17
H125 19.56 11.18 13.92
H126 20.85 10.26 13.31
H127 16.90 8.58 12.81
H128 17.01 10.27 13.19
H129 17.53 9.74 11.62
H130 21.41 9.45 15.06
H131 21.56 8.35 16.54
H132 20.61 9.77 16.61
H133 17.37 9.22 15.81

Calculated values
**SMILES string**: CC1(C)CCCC(C)(C)N1O.CC1(C)CCCC(C)(C)N1O.CC1(C)CCCC(C)(C)N1O.CC1(C)CCCC(C)(C)N1O.CC1(C)CCCC(C)(C)N1O.CC1(C)CCCC(C)(C)N1O.CC1(C)CCCC(C)(C)N1O
**Charge**: 0
**2S+1**: 1
**F_max**: 0.0378 Eh/bohr
**ΔE to the lowest compared entry with this formula, charge and spin**: 3.5 kcal per mole
**Kohn-Sham gap**: 8.288 eV
**LUMO**: 0.34 eV

Löwdin population analysis, charges in e, atoms 1 to 99: atom 1 (C): -0.03, atom 2 (C): -0.52, atom 3 (C): -0.13, atom 4 (C): -0.18, atom 5 (C): -0.15, atom 6 (C): -0.53, atom 7 (N): -0.11, atom 8 (O): -0.01, atom 9 (C): -0.03, atom 10 (C): -0.02, atom 11 (C): -0.04, atom 12 (H): 0.08, atom 13 (H): 0.08, atom 14 (H): 0.07, atom 15 (H): 0.12, atom 16 (H): 0.12, atom 17 (H): 0.11, atom 18 (H): 0.11, atom 19 (H): 0.12, atom 20 (H): 0.12, atom 21 (H): 0.08, atom 22 (H): 0.08, atom 23 (H): 0.09, atom 24 (H): 0.09, atom 25 (H): 0.06, atom 26 (H): 0.09, atom 27 (H): 0.06, atom 28 (H): 0.09, atom 29 (H): 0.08, atom 30 (H): 0.10, atom 31 (C): -0.02, atom 32 (C): -0.48, atom 33 (C): -0.13, atom 34 (C): -0.16, atom 35 (C): -0.12, atom 36 (C): -0.51, atom 37 (N): -0.08, atom 38 (O): -0.06, atom 39 (C): -0.03, atom 40 (C): -0.02, atom 41 (C): -0.02, atom 42 (H): 0.07, atom 43 (H): 0.08, atom 44 (H): 0.08, atom 45 (H): 0.12, atom 46 (H): 0.09, atom 47 (H): 0.11, atom 48 (H): 0.10, atom 49 (H): 0.12, atom 50 (H): 0.11, atom 51 (H): 0.07, atom 52 (H): 0.08, atom 53 (H): 0.07, atom 54 (H): 0.08, atom 55 (H): 0.07, atom 56 (H): 0.09, atom 57 (H): 0.08, atom 58 (H): 0.07, atom 59 (H): 0.08, atom 60 (H): 0.06, atom 61 (C): -0.03, atom 62 (C): -0.52, atom 63 (C): -0.14, atom 64 (C): -0.18, atom 65 (C): -0.14, atom 66 (C): -0.52, atom 67 (N): -0.11, atom 68 (O): -0.01, atom 69 (C): -0.04, atom 70 (C): -0.02, atom 71 (C): -0.04, atom 72 (H): 0.08, atom 73 (H): 0.07, atom 74 (H): 0.08, atom 75 (H): 0.12, atom 76 (H): 0.12, atom 77 (H): 0.11, atom 78 (H): 0.11, atom 79 (H): 0.12, atom 80 (H): 0.12, atom 81 (H): 0.08, atom 82 (H): 0.07, atom 83 (H): 0.08, atom 84 (H): 0.08, atom 85 (H): 0.07, atom 86 (H): 0.08, atom 87 (H): 0.08, atom 88 (H): 0.09, atom 89 (H): 0.08, atom 90 (H): 0.11, atom 91 (C): -0.02, atom 92 (C): -0.53, atom 93 (C): -0.14, atom 94 (C): -0.18, atom 95 (C): -0.15, atom 96 (C): -0.52, atom 97 (N): -0.10, atom 98 (O): -0.03, atom 99 (C): -0.04



No. 2
Computed, not measured: a cluster of 10 separate species, C63H144N8O10 in total at a distorted geometry, with the ωB97M-V functional and the def2-TZVPD basis.

CARTESIAN COORDINATES (ANGSTROEM)
C1 3.54 0.21 4.31
C2 4.38 1.32 3.73
C3 3.70 2.01 2.54
O1 2.52 2.64 2.93
C4 1.84 3.37 1.87
N1 4.86 2.19 4.82
H1 3.35 -0.53 3.54
H2 2.62 0.60 4.76
H3 4.14 -0.27 5.10
H4 5.24 0.72 3.38
H5 3.48 1.26 1.77
H6 4.32 2.75 2.02
H7 1.58 2.78 0.99
H8 2.59 4.18 1.65
H9 0.94 3.80 2.33
H10 5.44 3.03 4.63
H11 4.10 2.46 5.45
C5 -1.94 -0.09 1.17
C6 -1.16 1.02 0.50
C7 0.07 0.45 -0.19
O2 1.04 0.13 0.74
C8 2.11 -0.52 0.13
N2 -2.03 1.67 -0.51
H12 -1.23 -0.74 1.70
H13 -2.48 -0.63 0.39
H14 -2.72 0.23 1.88
H15 -0.82 1.82 1.18
H16 0.45 1.18 -0.92
H17 -0.22 -0.39 -0.80
H18 2.61 0.10 -0.61
H19 1.74 -1.39 -0.49
H20 2.81 -0.77 0.92
H21 -1.66 2.60 -0.72
H22 -2.08 1.12 -1.36
C9 6.48 -4.46 3.49
C10 5.29 -3.45 3.30
C11 4.31 -4.06 2.36
O3 3.15 -3.27 2.20
C12 2.05 -4.07 1.75
N3 4.64 -3.27 4.63
H23 7.27 -4.09 4.14
H24 6.85 -4.92 2.54
H25 6.03 -5.32 3.99
H26 5.65 -2.46 2.98
H27 4.08 -5.09 2.63
H28 4.73 -4.19 1.38
H29 1.69 -4.68 2.57
H30 2.41 -4.55 0.86
H31 1.21 -3.43 1.53
H32 3.79 -2.69 4.51
H33 4.29 -4.16 4.92
C13 -5.19 -2.15 3.31
C14 -4.55 -2.53 4.69
C15 -3.30 -1.72 4.94
C16 -3.70 -0.36 5.52
C17 -4.73 -0.41 6.66
C18 -5.97 -1.31 6.48
N4 -5.50 -2.54 5.87
O4 -6.68 -3.28 5.42
C19 -6.48 -1.64 7.90
C20 -7.08 -0.62 5.67
C21 -4.11 -4.00 4.65
H34 -5.29 -1.07 3.15
H35 -6.16 -2.60 3.14
H36 -4.56 -2.65 2.58
H37 -2.80 -2.26 5.77
H38 -2.69 -1.72 4.05
H39 -4.13 0.25 4.71
H40 -2.88 0.23 5.91
H41 -5.01 0.61 6.89
H42 -4.17 -0.84 7.50
H43 -5.73 -2.27 8.38
H44 -6.56 -0.73 8.54
H45 -7.48 -2.08 7.80
H46 -8.06 -1.09 5.71
H47 -7.17 0.40 6.07
H48 -6.73 -0.59 4.62
H49 -3.96 -4.40 5.67
H50 -3.15 -4.11 4.12
H51 -4.85 -4.66 4.23
H52 -6.57 -4.12 5.85
C22 -5.23 1.31 -4.96
C23 -4.42 -0.08 -4.83
C24 -2.98 0.21 -4.70
C25 -2.17 -1.00 -4.25
C26 -2.72 -1.62 -2.99
C27 -4.26 -1.90 -3.10
N5 -4.92 -0.71 -3.59
O5 -6.23 -1.05 -3.86
C28 -4.55 -3.18 -3.90
C29 -4.82 -2.14 -1.61
C30 -4.70 -0.86 -6.13
H53 -5.39 1.67 -3.92
H54 -6.19 1.17 -5.43
H55 -4.66 1.99 -5.59
H56 -2.67 0.49 -5.70
H57 -2.82 1.10 -4.02
H58 -1.12 -0.79 -4.20
H59 -2.27 -1.75 -5.02
H60 -2.71 -0.85 -2.18
H61 -2.25 -2.55 -2.74
H62 -4.54 -4.02 -3.22
H63 -5.54 -3.16 -4.38
H64 -3.85 -3.38 -4.69
H65 -4.74 -1.15 -1.11
H66 -5.86 -2.48 -1.60
H67 -4.24 -2.92 -1.11
H68 -4.34 -0.27 -6.96
H69 -5.75 -1.02 -6.15
H70 -4.19 -1.85 -6.11
H71 -6.71 -0.44 -3.33
C31 9.11 -1.04 -3.24
C32 8.04 -1.42 -2.21
C33 8.29 -2.85 -1.68
C34 7.67 -3.16 -0.33
C35 7.90 -1.91 0.64
C36 7.43 -0.53 0.10
N6 8.16 -0.32 -1.16
O6 7.58 0.81 -1.77
C37 5.90 -0.58 0.10
C38 7.83 0.67 1.10
C39 6.72 -1.53 -3.05
H72 10.11 -1.04 -2.82
H73 8.83 -0.10 -3.69
H74 9.03 -1.76 -4.04
H75 7.94 -3.50 -2.50
H76 9.37 -2.84 -1.61
H77 8.12 -3.96 0.21
H78 6.61 -3.28 -0.44
H79 8.97 -1.80 0.84
H80 7.40 -2.08 1.58
H81 5.47 0.22 -0.52
H82 5.59 -1.55 -0.34
H83 5.43 -0.64 1.08
H84 7.53 1.67 0.76
H85 7.26 0.43 2.02
H86 8.87 0.70 1.40
H87 5.88 -1.99 -2.47
H88 6.99 -2.32 -3.77
H89 6.44 -0.54 -3.47
H90 8.14 1.56 -1.52
C40 -0.73 -0.41 -7.77
C41 0.78 -0.29 -7.30
C42 1.14 1.20 -7.03
C43 2.50 1.37 -6.35
C44 2.57 0.54 -5.05
C45 2.14 -0.97 -5.25
N7 0.91 -1.02 -6.05
O7 0.53 -2.36 -6.25
C46 3.42 -1.74 -5.86
C47 1.80 -1.57 -3.84
C48 1.65 -0.78 -8.54
H91 -0.86 0.28 -8.60
H92 -1.43 -0.11 -6.97
H93 -0.87 -1.43 -8.10
H94 1.08 1.72 -7.98
H95 0.33 1.65 -6.44
H96 2.63 2.45 -6.22
H97 3.23 1.11 -7.12
H98 1.88 1.01 -4.30
H99 3.59 0.61 -4.66
H100 3.79 -1.23 -6.74
H101 4.16 -1.74 -5.04
H102 3.21 -2.76 -6.19
H103 2.74 -1.66 -3.32
H104 1.09 -0.90 -3.36
H105 1.48 -2.60 -3.88
H106 1.46 -1.80 -8.93
H107 2.72 -0.65 -8.45
H108 1.37 -0.11 -9.34
H109 1.18 -2.66 -6.90
C49 -3.90 3.85 1.75
C50 -5.31 3.20 2.00
C51 -6.43 4.21 2.22
C52 -6.71 4.98 0.92
C53 -7.16 4.02 -0.19
C54 -6.25 2.82 -0.36
N8 -5.70 2.27 0.89
O8 -4.70 1.36 0.60
C55 -6.97 1.64 -1.08
C56 -5.17 3.24 -1.36
C57 -5.18 2.25 3.14
H110 -3.67 4.59 2.50
H111 -3.97 4.33 0.77
H112 -3.08 3.11 1.73
H113 -7.29 3.64 2.59
H114 -6.08 4.86 3.03
H115 -5.74 5.40 0.63
H116 -7.48 5.76 1.06
H117 -7.19 4.58 -1.11
H118 -8.15 3.61 0.05
H119 -7.78 1.27 -0.49
H120 -7.43 2.15 -1.92
H121 -6.33 0.82 -1.41
H122 -4.52 2.43 -1.67
H123 -5.68 3.74 -2.17
H124 -4.50 3.98 -0.98
H125 -6.15 1.75 3.22
H126 -4.90 2.69 4.11
H127 -4.48 1.48 2.88
H128 -3.91 1.80 0.20
C58 4.71 2.42 -2.29
C59 3.89 3.16 -1.20
C60 4.43 4.56 -0.92
O9 2.52 3.08 -1.44
H129 4.33 2.77 -3.24
H130 4.53 1.35 -2.19
H131 5.76 2.62 -2.17
H132 4.08 2.54 -0.34
H133 4.40 5.21 -1.78
H134 5.49 4.40 -0.62
H135 3.83 4.97 -0.10
H136 2.47 3.59 -2.26
C61 -1.01 2.38 4.61
C62 -0.13 2.87 5.74
C63 0.31 1.67 6.56
O10 0.97 3.68 5.34
H137 -0.50 1.61 3.99
H138 -1.32 3.20 3.97
H139 -1.84 1.85 5.06
H140 -0.73 3.56 6.42
H141 -0.57 1.19 7.03
H142 0.81 2.07 7.44
H143 0.90 0.98 5.96
H144 1.32 3.30 4.50

Calculated values
**SMILES string**: CC1(C)CCCC(C)(C)N1O.CC1(C)CCCC(C)(C)N1O.CC1(C)CCCC(C)(C)N1O.CC1(C)CCCC(C)(C)N1O.CC1(C)CCCC(C)(C)N1O.COC[C@H](C)N.COC[C@H](C)N.COC[C@H](C)N.CC(C)O.CC(C)O
**Charge**: 0
**2S+1**: 1
**F_max**: 0.0554 Eh/bohr
**Kohn-Sham gap**: 8.234 eV
**LUMO**: 0.26 eV

Löwdin population analysis, charges in e, atoms 1 to 99: atom 1 (C): -0.06, atom 2 (C): -0.42, atom 3 (C): -0.21, atom 4 (O): -0.22, atom 5 (C): -0.04, atom 6 (N): 0.04, atom 7 (H): 0.07, atom 8 (H): 0.06, atom 9 (H): 0.09, atom 10 (H): 0.12, atom 11 (H): 0.10, atom 12 (H): 0.12, atom 13 (H): 0.07, atom 14 (H): 0.10, atom 15 (H): 0.09, atom 16 (H): 0.08, atom 17 (H): 0.07, atom 18 (C): -0.04, atom 19 (C): -0.39, atom 20 (C): -0.25, atom 21 (O): -0.17, atom 22 (C): -0.11, atom 23 (N): 0.05, atom 24 (H): 0.08, atom 25 (H): 0.07, atom 26 (H): 0.06, atom 27 (H): 0.13, atom 28 (H): 0.12, atom 29 (H): 0.11, atom 30 (H): 0.07, atom 31 (H): 0.11, atom 32 (H): 0.07, atom 33 (H): 0.09, atom 34 (H): 0.07, atom 35 (C): -0.05, atom 36 (C): -0.40, atom 37 (C): -0.27, atom 38 (O): -0.20, atom 39 (C): -0.07, atom 40 (N): 0.05, atom 41 (H): 0.07, atom 42 (H): 0.08, atom 43 (H): 0.07, atom 44 (H): 0.12, atom 45 (H): 0.13, atom 46 (H): 0.11, atom 47 (H): 0.09, atom 48 (H): 0.09, atom 49 (H): 0.08, atom 50 (H): 0.06, atom 51 (H): 0.06, atom 52 (C): -0.01, atom 53 (C): -0.49, atom 54 (C): -0.13, atom 55 (C): -0.17, atom 56 (C): -0.12, atom 57 (C): -0.55, atom 58 (N): -0.07, atom 59 (O): -0.03, atom 60 (C): -0.04, atom 61 (C): -0.02, atom 62 (C): -0.06, atom 63 (H): 0.07, atom 64 (H): 0.07, atom 65 (H): 0.08, atom 66 (H): 0.13, atom 67 (H): 0.11, atom 68 (H): 0.08, atom 69 (H): 0.08, atom 70 (H): 0.12, atom 71 (H): 0.12, atom 72 (H): 0.08, atom 73 (H): 0.09, atom 74 (H): 0.08, atom 75 (H): 0.08, atom 76 (H): 0.09, atom 77 (H): 0.07, atom 78 (H): 0.09, atom 79 (H): 0.09, atom 80 (H): 0.07, atom 81 (H): 0.09, atom 82 (C): 0.00, atom 83 (C): -0.50, atom 84 (C): -0.16, atom 85 (C): -0.18, atom 86 (C): -0.11, atom 87 (C): -0.48, atom 88 (N): -0.11, atom 89 (O): -0.03, atom 90 (C): -0.03, atom 91 (C): -0.02, atom 92 (C): -0.02, atom 93 (H): 0.07, atom 94 (H): 0.07, atom 95 (H): 0.08, atom 96 (H): 0.08, atom 97 (H): 0.14, atom 98 (H): 0.09, atom 99 (H): 0.10